Record 1
Formula: C5H8S2
Source: the Open Molecules 2025 dataset
Level of theory: ωB97M-V/def2-TZVPD

Each line ends with the natural charge from an NBO analysis.
Element x y z (Å)
C (-0.30335, -1.08718, -0.28585)  -0.304
C (0.25438, -0.08557, 0.25350)  0.208
C (-0.91404, 1.82822, -0.64161)  -0.457
C (-0.07806, -2.58434, -0.28020)  -0.627
C (1.27640, 0.53180, 1.09862)  -0.706
S (-1.95753, 1.62664, -1.77370)  0.049
S (-0.40133, 3.36656, -0.06539)  0.091
H (-1.24021, -0.80037, -0.88145)  0.245
H (1.00864, -2.71874, 0.13269)  0.208
H (-0.82612, -3.21054, 0.28735)  0.236
H (-0.08873, -2.75317, -1.33671)  0.229
H (1.71586, -0.25456, 1.82420)  0.226
H (0.84303, 1.35843, 1.66821)  0.247
H (2.13562, 0.80073, 0.56773)  0.236
H (-1.42457, 3.98211, -0.56737)  0.119

ΔE to the lowest compared entry with this formula, charge and spin, kJ/mol: 435.5

Record 2
Formula: H2P4S3
Source: the Open Molecules 2025 dataset
Level of theory: ωB97M-V/def2-TZVPD

Each line ends with the natural charge from an NBO analysis.
Element x y z (Å)
S (-2.48724, -0.35184, -0.63058)  -0.879
P (-0.91592, 0.82847, -0.57144)  0.123
P (0.38107, -0.60419, 0.37525)  -0.124
P (2.47332, -0.23423, -0.23119)  -0.001
S (3.62400, -0.58863, 1.44055)  -0.501
P (3.20000, 1.49881, 0.98767)  0.282
S (4.73162, 2.31052, 0.08535)  -0.798
H (-1.24498, 1.55786, 0.75762)  -0.093
H (0.01283, -1.41899, -0.81572)  -0.009

Structure (SMILES): [S-][PH]#[PH]P1#S#P1[S-]
ΔE to the lowest compared entry with this formula, charge and spin, kJ/mol: 35.6
Net charge: -2

Record 3
Formula: C28H34F3NO9
Source: the Open Molecules 2025 dataset
Level of theory: ωB97M-V/def2-TZVPD

Each line ends with the Mulliken charge.
Element x y z (Å)
N (1.23618, 2.45470, 6.26987)  -0.635
C (0.56188, 1.18465, 6.67443)  -0.563
C (-0.90618, 0.98402, 6.01575)  -0.468
C (-0.81077, 0.15466, 4.63554)  -0.042
C (-1.36234, 0.95282, 3.34769)  -1.106
C (-0.76942, 2.44874, 3.23452)  0.370
C (-1.55144, 3.70185, 3.78022)  -0.325
C (-1.02028, 5.15733, 3.66652)  -0.566
C (0.38168, 5.43678, 3.00602)  -0.657
C (1.17313, 4.22486, 2.45303)  0.447
C (0.59932, 2.76105, 2.55319)  0.479
C (1.50153, 1.59482, 1.89675)  0.039
O (1.69918, 0.47986, 2.44783)  -0.545
C (2.17401, 2.00565, 0.48644)  0.405
C (2.22681, 1.03989, -0.73510)  -0.753
C (2.86437, 1.60148, -2.03832)  0.755
C (2.93597, 0.72375, -3.38261)  -0.880
O (1.67350, 0.89008, -4.13459)  -0.274
C (1.94498, 1.53237, -5.35470)  0.798
F (0.77742, 1.76516, -6.13784)  -0.224
F (2.53781, 2.82792, -5.18381)  -0.227
F (2.78865, 0.71496, -6.17230)  -0.234
C (3.46964, 3.04157, -2.13034)  -0.375
C (3.41826, 3.99716, -0.91977)  -0.808
C (2.75550, 3.46496, 0.39483)  0.374
C (2.59800, 4.38823, 1.71115)  0.074
O (3.50939, 5.13790, 2.14167)  -0.520
H (1.98942, 2.26405, 5.58121)  0.305
H (0.58799, 3.11782, 5.82051)  0.247
H (0.44323, 1.16624, 7.81025)  0.229
H (1.24606, 0.32013, 6.37244)  0.311
H (-1.34650, 2.03428, 5.89002)  0.228
H (-1.60151, 0.43311, 6.74786)  0.353
H (-1.48382, -0.77661, 4.77015)  -0.040
H (0.26756, -0.20237, 4.52390)  0.356
H (-1.18788, 0.34664, 2.38275)  0.329
H (-2.50130, 1.03798, 3.46315)  0.396
H (-2.56326, 3.51117, 4.27282)  0.346
H (-1.57868, 6.08284, 4.03029)  0.326
H (0.80315, 6.49621, 2.90450)  0.359
H (1.79393, -0.02594, -0.69800)  0.327
H (3.10500, -0.36266, -3.05680)  0.434
H (3.84615, 1.09795, -3.96461)  0.378
H (3.91194, 3.38217, -3.12223)  0.256
H (3.82782, 5.06521, -0.91440)  0.341
C (0.38018, -1.11019, -7.20775)  -0.732
C (1.32101, -2.28240, -7.40789)  -0.275
O (0.85102, -3.13694, -8.45798)  -0.350
C (1.14445, -2.73629, -9.70538)  0.754
O (1.76005, -1.74227, -10.00736)  -0.553
O (0.61863, -3.62670, -10.56380)  -0.336
C (0.81325, -3.29052, -11.93615)  -0.624
H (-0.64341, -1.46122, -7.05106)  0.359
H (0.68510, -0.51368, -6.34949)  -0.012
H (0.36390, -0.46454, -8.08887)  0.302
H (1.34961, -2.88782, -6.49842)  0.342
H (2.34375, -1.94827, -7.60373)  0.308
H (1.86824, -3.11109, -12.15339)  0.292
H (0.21237, -2.41625, -12.19631)  0.289
H (0.47737, -4.13533, -12.53843)  0.222
C (-6.20539, -4.52579, 3.65252)  -1.092
C (-4.96802, -4.03090, 2.92868)  -0.197
O (-4.06261, -3.40225, 3.84429)  -0.323
C (-3.27525, -4.23559, 4.54388)  0.716
O (-3.26525, -5.44015, 4.46369)  -0.558
O (-2.50986, -3.49556, 5.36388)  -0.250
C (-1.65646, -4.26483, 6.20975)  -0.706
H (-6.66542, -3.71597, 4.22498)  0.289
H (-6.93662, -4.91931, 2.94335)  0.360
H (-5.95426, -5.31604, 4.36387)  0.307
H (-5.25203, -3.27178, 2.19570)  0.291
H (-4.47288, -4.83735, 2.38073)  0.313
H (-1.04927, -4.96249, 5.62935)  0.337
H (-2.25037, -4.79861, 6.95496)  0.294
H (-0.98788, -3.57532, 6.72649)  0.214

Structure (SMILES): NCCCCc1cccc2c1C(=O)c1cc(COC(F)(F)F)ccc1C2=O.CCOC(=O)OC.CCOC(=O)OC

Record 4
Formula: C19H24MnN5O3
Source: the Open Molecules 2025 dataset
Level of theory: ωB97M-V/def2-TZVPD

Each line ends with the natural charge from an NBO analysis.
Element x y z (Å)
Mn (-0.34860, -0.73161, 0.86589)  0.980
O (-1.91292, -0.63388, -0.39836)  -0.766
C (-1.86391, -0.79289, -1.68392)  0.375
C (-3.08269, -0.88283, -2.39520)  -0.265
C (-3.13727, -1.06516, -3.76137)  -0.224
C (-1.95681, -1.16075, -4.49673)  -0.319
C (-0.75114, -1.06189, -3.83057)  -0.161
C (-0.65366, -0.87987, -2.44336)  -0.205
C (0.67681, -0.76910, -1.89180)  0.065
N (0.95159, -0.62624, -0.65448)  -0.267
N (2.27261, -0.52407, -0.32574)  -0.462
C (2.41625, -0.48377, 0.98651)  0.537
O (1.46234, -0.52532, 1.83284)  -0.722
C (3.79839, -0.38298, 1.50485)  -0.106
C (4.01163, -0.30187, 2.87824)  -0.181
C (5.29534, -0.20341, 3.39107)  -0.230
C (6.39207, -0.18715, 2.54021)  -0.231
C (6.18613, -0.27013, 1.16838)  -0.252
C (4.90361, -0.36458, 0.65433)  -0.124
H (-3.99187, -0.80629, -1.80992)  0.195
H (-4.09968, -1.13193, -4.25660)  0.190
H (-1.98103, -1.30510, -5.57014)  0.192
H (0.17618, -1.12723, -4.39262)  0.190
H (1.51208, -0.79990, -2.59329)  0.162
H (3.14318, -0.32066, 3.52341)  0.237
H (5.44471, -0.13958, 4.46283)  0.199
H (7.39592, -0.11257, 2.94021)  0.197
H (7.03655, -0.26126, 0.49616)  0.198
H (4.72737, -0.43016, -0.41059)  0.228
N (-1.62334, -4.60556, 0.52833)  -0.823
C (-1.29980, -3.33823, 0.92484)  0.723
O (-0.28498, -2.80516, 0.48779)  -0.603
C (-2.19920, -2.66305, 1.92890)  -0.516
C (-1.44054, -1.47787, 2.52257)  -0.840
H (-1.16913, -4.93679, -0.30786)  0.394
H (-2.55825, -4.93013, 0.70395)  0.383
H (-2.56264, -3.42940, 2.63380)  0.174
H (-3.06953, -2.31147, 1.36263)  0.230
H (-0.67903, -1.86934, 3.21436)  0.178
H (-2.12501, -0.86911, 3.13610)  0.157
N (-1.01169, 1.35156, 1.42446)  -0.808
C (-0.41120, 2.67683, 1.48713)  -0.204
C (-0.02402, 3.24008, 0.12791)  -0.208
N (0.90315, 2.38098, -0.57234)  -0.837
H (-1.81098, 1.34103, 0.79265)  0.382
H (-1.32314, 1.05229, 2.34207)  0.390
H (0.47764, 2.61415, 2.12253)  0.187
H (-1.09187, 3.40388, 1.94946)  0.159
H (0.34180, 4.26441, 0.31057)  0.147
H (-0.92677, 3.33447, -0.48458)  0.178
H (1.76082, 2.19556, -0.07213)  0.368
H (1.10397, 2.67710, -1.51474)  0.359

Spin multiplicity: 2
ΔE to the lowest compared entry with this formula, charge and spin, kJ/mol: 39.2
<S²>: 0.80
Net charge: -1

Record 5
Formula: C5H12NS
Source: the Open Molecules 2025 dataset
Level of theory: ωB97M-V/def2-TZVPD

Each line ends with the natural charge from an NBO analysis.
Element x y z (Å)
C (-0.98978, -0.08960, 0.33633)  0.118
C (-0.82593, -0.84080, 1.65676)  -0.609
C (-1.77516, -0.84210, -0.67478)  -0.678
C (0.41164, 0.79379, -1.61758)  -0.469
C (1.98857, 1.21789, 0.71671)  -0.120
N (0.01163, 0.78734, -0.18478)  -0.452
S (-1.23751, 1.72862, 0.47750)  0.389
H (-1.67286, -0.50084, 2.16963)  0.246
H (0.09558, -0.62491, 2.10887)  0.228
H (-0.96728, -1.84302, 1.23005)  0.234
H (-2.48982, -0.18009, -1.35105)  0.265
H (-2.35775, -1.58006, -0.03984)  0.255
H (-0.97633, -1.36747, -1.32449)  0.246
H (1.26003, 0.02805, -1.81038)  0.245
H (-0.49254, 0.62066, -2.29517)  0.246
H (0.77258, 1.86326, -2.00878)  0.258
H (2.74081, 0.83163, 0.10952)  0.201
H (1.62657, 2.12168, 0.51614)  0.185
H (2.07114, 0.91646, 1.73793)  0.213

ΔE to the lowest compared entry with this formula, charge and spin, kJ/mol: 494.3
Net charge: +1

Record 6
Formula: C3H7NOS2
Source: the Open Molecules 2025 dataset
Level of theory: ωB97M-V/def2-TZVPD

Each line ends with the natural charge from an NBO analysis.
Element x y z (Å)
O (-0.40708, -2.68896, 2.31734)  -0.603
C (-0.05955, -1.89093, 1.42706)  0.519
N (-0.19678, -0.55081, 1.41639)  -0.648
C (0.53039, 0.68042, 0.79971)  -0.240
C (-0.13224, 1.03045, -0.52035)  -0.503
S (0.38497, -0.37507, -1.68833)  0.042
S (0.35819, 0.81746, -3.32518)  -0.148
H (0.35450, -2.32866, 0.58375)  0.115
H (-0.82702, -0.25761, 2.11879)  0.393
H (1.63959, 0.51352, 0.81745)  0.235
H (0.26563, 1.64626, 1.47151)  0.220
H (-1.22205, 0.90173, -0.58851)  0.238
H (0.27517, 1.89153, -1.07325)  0.243
H (-0.96372, 0.61067, -3.75638)  0.135

Structure (SMILES): O=CNCCSS
ΔE to the lowest compared entry with this formula, charge and spin, kJ/mol: 172.9

Result set for DFT total energy: -26980.6440; -69695.1772; -57648.4593; -65007.4213; -17693.5638; -28431.4504 eV, one per record in the order listed.